# H14O6S2

A cluster of 7 separate species, H14O6S2 in total (ωB97M-V/def2-TZVPD, OMol25).

XYZ file:
```
22
Properties=species:S:1:pos:R:3
S 4.35127 -1.80727 0.54654
S 3.24886 -0.84960 -0.79412
H 3.43307 -2.75639 0.66048
H 2.99999 0.23769 0.07616
H -1.33228 0.33522 0.87741
H -2.50681 0.95809 1.69350
O -2.31059 0.47396 0.90343
H -2.49871 -1.29446 -0.73512
H -3.49263 -0.68672 -1.76769
O -2.70416 -1.24787 -1.71971
H 0.74653 0.84769 -1.78955
H -0.41600 -0.01579 -1.82425
O 0.00548 0.53014 -1.22422
H -2.05262 -3.52853 -3.80523
H -1.35314 -2.25376 -3.23463
O -1.24732 -3.05826 -3.85701
H 0.37400 0.74688 0.39758
H 0.93704 -0.04633 1.59783
O 0.39497 0.69875 1.34837
H 0.78867 4.69429 3.76364
H 1.53506 3.64844 4.25587
O 1.09932 4.37384 4.63074
```

The value obtained for the molar mass is 174.24 g mol⁻¹. For the energy relative to the best compared isomer or geometry (same formula, charge and spin), the calculation gives 46.6 kcal/mol. Its multiplicity is 2. Its net charge is +1. The lowest unoccupied orbital energy (alpha / beta) comes out at -5.751 / -9.901 eV.